Entry 1:
ORCA calculation (the ωB97M-V functional and the def2-TZVPD basis) on an isolated molecule of C5H4BrClOS2.

Cartesian coordinates (Å):
C (-1.5199, -0.0238, 1.3120)
C (-0.4669, -0.6853, 1.7938)
C (1.0011, 0.4258, -1.1405)
C (-1.6725, 0.3611, -0.1791)
C (1.9956, 0.1571, -1.9676)
O (2.2201, -0.9103, 0.8423)
S (-0.2695, 1.5047, -0.8066)
S (0.9123, -0.9544, 0.2753)
Cl (-3.1026, 1.3371, -0.3610)
Br (0.1508, -1.2171, 3.4864)
H (-2.4117, 0.3112, 2.0247)
H (2.6539, -0.5624, -1.7766)
H (2.0809, 0.7828, -2.7932)
H (-1.5715, -0.5263, -0.7098)

Values from the calculation:
relative energy (zero: lowest compared OMol25 entry of this formula, charge and spin): 31.6 kcal/mol
orbital gap: 8.60 eV
E_HOMO: -0.3159 Eh
total energy: -4098.57573 hartree
2S+1: 1

Here are the Löwdin charges for atoms 1 to 8, given in e: atom 1 (C): -0.30, atom 2 (C): -0.80, atom 3 (C): -0.75, atom 4 (C): -0.96, atom 5 (C): -0.01, atom 6 (O): -0.54, atom 7 (S): 0.87, atom 8 (S): 0.86

---

Entry 2:
ORCA calculation (the ωB97M-V functional and the def2-TZVPD basis) on a cluster of 2 separate species, C2H8N3O2S in total.

Cartesian coordinates (Å):
C (1.5190, 2.2785, 0.8864)
C (-1.4028, -2.3038, 0.8423)
N (0.5832, 1.4504, 0.4569)
N (-1.6053, -1.0381, 0.2623)
N (0.3216, 0.7470, -0.5905)
O (2.0699, 1.6060, -2.5185)
O (0.5882, -0.4648, -2.8026)
S (1.4837, 0.3429, -1.8971)
H (1.3195, 2.8271, 1.8932)
H (2.1118, 2.8927, 0.2384)
H (-2.1254, -1.1814, -0.6172)
H (-1.1993, -3.1162, 0.0870)
H (-0.4435, -2.1752, 1.3954)
H (-2.2909, -2.5690, 1.4142)
H (-0.1530, 1.2229, 1.2353)
H (-0.7766, -0.5192, -0.2853)

Values from the calculation:
relative energy (zero: lowest compared OMol25 entry of this formula, charge and spin): 20.5 kcal/mol
orbital gap: 7.20 eV
E_HOMO: -0.1271 Eh
charge: -1
total energy: -793.84616 hartree
2S+1: 1

Here are the Löwdin charges for atoms 1 to 8, given in e: atom 1 (C): -0.07, atom 2 (C): -0.28, atom 3 (N): -0.23, atom 4 (N): -0.14, atom 5 (N): -0.25, atom 6 (O): -0.60, atom 7 (O): -0.59, atom 8 (S): 0.61

---

Entry 3:
ORCA calculation (the ωB97M-V functional and the def2-TZVPD basis) on a structure of composition C4H8N3.

Cartesian coordinates (Å):
C (0.8035, 0.0614, 0.3978)
C (-1.7450, 0.7491, -0.9182)
C (-1.5621, 0.2851, 0.4560)
C (2.2272, -0.0864, 0.8496)
N (0.0633, 0.6400, 1.2745)
N (0.2693, -0.6973, -0.5952)
N (-1.1031, -0.5484, -0.6764)
H (-2.7151, 0.8395, -1.3972)
H (-1.1029, 1.5500, -1.2789)
H (-2.0791, -0.0932, 1.3775)
H (2.1701, -0.2429, 1.8632)
H (2.9491, 0.7702, 0.5303)
H (2.7482, -0.8967, 0.4934)
H (0.7230, -0.8017, -1.5451)
H (-1.6462, -1.5286, -0.8313)

Values from the calculation:
relative energy (zero: lowest compared OMol25 entry of this formula, charge and spin): 142.6 kcal/mol
orbital gap: 10.87 eV
E_HOMO: -0.5346 Eh
charge: +1
total energy: -321.06398 hartree
2S+1: 1

Here are the Löwdin charges for atoms 1 to 8, given in e: atom 1 (C): -0.45, atom 2 (C): 0.01, atom 3 (C): -0.02, atom 4 (C): 0.01, atom 5 (N): 0.22, atom 6 (N): 0.09, atom 7 (N): -0.06, atom 8 (H): 0.14

---

Entry 4:
ORCA calculation (the ωB97M-V functional and the def2-TZVPD basis) on the ion C7H11N4O3 with charge +1.

Cartesian coordinates (Å):
C (-2.2269, 2.7546, 0.0264)
C (-1.7333, 1.3875, -0.0669)
O (-2.4207, 0.3045, -0.1062)
N (-0.3746, 1.2513, 0.0734)
C (0.4145, 0.1400, -0.0099)
C (1.7698, 0.0814, -0.0781)
C (2.4478, -1.1334, -0.1622)
N (3.1640, -1.9850, -0.4060)
N (2.6479, 1.2445, -0.0849)
O (3.8288, 1.0404, -0.2108)
O (2.0955, 2.3236, -0.0442)
N (-0.3767, -1.1603, 0.0739)
C (-0.0783, -1.8049, 1.2913)
C (-0.1622, -2.1525, -1.0946)
H (-2.7292, 3.1582, 0.9888)
H (-1.2408, 3.3496, 0.0191)
H (-3.0316, 2.9146, -0.7124)
H (0.0957, 2.1744, -0.0729)
H (-1.4195, -0.8548, -0.0275)
H (0.8282, -2.3807, 1.1829)
H (-0.1667, -1.0173, 2.0468)
H (-0.9089, -2.4603, 1.3754)
H (-1.1184, -2.5862, -1.2670)
H (0.2070, -1.6477, -1.9808)
H (0.4887, -2.9415, -0.7536)

Values from the calculation:
relative energy (zero: lowest compared OMol25 entry of this formula, charge and spin): 41.3 kcal/mol
orbital gap: 9.01 eV
E_HOMO: -0.5293 Eh
charge: +1
total energy: -717.65715 hartree
SMILES: CC(=O)N/C(=C(/C#N)[N+](=O)[O-])[NH+](C)C
2S+1: 1

Here are the Löwdin charges for atoms 1 to 8, given in e: atom 1 (C): 0.04, atom 2 (C): -0.38, atom 3 (O): 0.04, atom 4 (N): 0.17, atom 5 (C): -0.08, atom 6 (C): -0.07, atom 7 (C): -0.19, atom 8 (N): 0.27

---

- The lowest E_HOMO belongs to which entry?
  C4H8N3

---

- Look up the relative energy (zero: lowest compared OMol25 entry of this formula, charge and spin) of the third one.
  142.6 kcal/mol